[1]
Below is C29H23AsO7PtS as an isolated structure, with properties calculated with ωB97M-V/def2-TZVPD.

Values from the calculation:
- Total energy: -4398.83084 a.u.
- Max |F|: 0.65 eV Å⁻¹
- Relative energy (zero: lowest compared OMol25 entry of this formula, charge and spin): 0.233 eV
- E_HOMO (alpha / beta): -0.0420 / -0.0752 Ha
- Multiplicity: 3
- Orbital gap (alpha / beta): 5.48 / 6.29 eV
- Total charge: -2
- ⟨S²⟩: 2.03

Atoms and positions in Å:
1 Pt -0.274081 -2.130526 1.033389
2 O -2.566010 -0.649224 4.706596
3 As -2.214020 -2.109834 3.720745
4 O -2.888785 -3.304295 4.610129
5 O -0.575497 -2.030086 3.359889
6 C -3.064152 -1.559908 2.049089
7 C -3.510216 -0.250618 2.019612
8 C -3.894338 0.360211 0.828218
9 C -3.844752 -0.354049 -0.350063
10 C -3.411540 -1.674451 -0.340556
11 C -2.990114 -2.277117 0.837055
12 S -2.565248 -4.031598 0.714414
13 O -2.521311 -4.325109 -0.706247
14 O -3.591529 -4.727971 1.448446
15 O -1.206531 -4.119110 1.336815
16 H -2.858800 -1.052965 5.533668
17 H -3.521536 0.313080 2.943652
18 H -4.207209 1.398040 0.832452
19 H -4.128866 0.111905 -1.286817
20 H -3.363187 -2.254407 -1.251808
21 C 3.600505 -1.459016 -1.194979
22 C 2.584125 -2.566234 -1.018572
23 O 2.503025 -3.160867 0.026210
24 C 1.657926 -2.860321 -2.160015
25 C 0.522857 -3.631111 -1.924162
26 C -0.379435 -3.871388 -2.954640
27 C -0.133204 -3.364617 -4.222230
28 C 1.003408 -2.604432 -4.466355
29 C 1.890525 -2.343343 -3.433198
30 H 4.053220 -1.257292 -0.227469
31 H 3.124193 -0.541820 -1.570323
32 H 4.373284 -1.758484 -1.908656
33 H 0.332755 -4.016774 -0.927104
34 H -1.276771 -4.429866 -2.731924
35 H -0.839328 -3.549599 -5.024199
36 H 1.190121 -2.201669 -5.454905
37 H 2.762909 -1.729713 -3.620373
38 C 0.302558 -0.357661 0.656684
39 C 0.596672 0.837826 0.532271
40 C 0.958641 2.160855 0.472110
41 C 0.342977 3.076188 1.447160
42 C 0.145267 4.444291 1.201381
43 C -0.503261 5.253668 2.123284
44 C -0.980157 4.723690 3.315991
45 C -0.808172 3.365526 3.568130
46 C -0.161193 2.555226 2.653271
47 C 1.917085 2.591204 -0.545423
48 C 2.743147 3.720395 -0.404498
49 C 3.665081 4.065175 -1.380890
50 C 3.800576 3.302504 -2.535261
51 C 2.998770 2.174266 -2.689438
52 C 2.079910 1.822784 -1.717209
53 H 0.470004 4.869777 0.261854
54 H -0.651755 6.304837 1.897716
55 H -1.491834 5.356018 4.032536
56 H -1.189060 2.923742 4.482665
57 H -0.050683 1.493743 2.848161
58 H 2.683910 4.310014 0.499237
59 H 4.295574 4.935261 -1.230890
60 H 4.521061 3.577043 -3.296959
61 H 3.089450 1.563157 -3.580110
62 H 1.453034 0.945024 -1.837561

Force components x, y, z for each atom (eV/Å):
0.12 -0.02 0.42
0.05 0.10 0.18
0.56 -0.05 -0.33
0.04 -0.07 0.05
-0.41 -0.06 -0.15
0.08 -0.23 -0.10
-0.10 0.22 -0.01
0.01 0.03 0.12
0.02 -0.09 -0.10
-0.03 0.00 -0.03
-0.48 0.01 0.01
0.01 0.26 0.21
0.03 -0.08 -0.19
0.18 -0.17 0.06
-0.28 0.21 -0.09
-0.08 0.05 -0.03
-0.01 -0.01 -0.07
-0.01 -0.01 0.01
0.00 -0.01 0.00
0.01 0.02 -0.01
-0.12 0.21 -0.09
0.03 0.35 -0.08
0.13 -0.40 0.07
0.03 0.01 0.02
-0.09 -0.01 -0.06
0.11 0.00 0.16
-0.04 -0.01 -0.05
0.03 0.01 0.02
-0.03 -0.01 -0.03
0.01 -0.01 -0.01
0.16 -0.30 0.14
0.00 0.01 0.00
0.01 0.03 -0.06
-0.05 -0.01 0.01
0.00 0.00 0.01
-0.01 0.00 0.00
0.00 0.00 0.01
0.03 -0.28 0.22
0.15 -0.12 -0.19
0.02 0.35 0.01
0.03 -0.02 -0.02
0.02 -0.06 0.07
0.00 -0.03 0.02
0.01 0.02 -0.02
0.00 0.00 0.02
0.01 -0.01 -0.05
-0.12 -0.02 -0.04
0.00 -0.07 -0.05
-0.01 -0.02 -0.01
0.00 0.01 0.01
-0.03 0.03 0.07
-0.04 0.10 0.04
0.03 0.01 -0.04
0.00 -0.02 0.01
0.01 -0.01 -0.01
0.01 0.02 -0.04
-0.01 0.04 -0.02
-0.02 0.03 0.04
0.00 -0.01 0.00
-0.01 0.00 0.01
0.00 -0.02 -0.02
0.02 0.06 0.00

***

[2]
Below is C29H23BrCuN8O3S2 as an isolated structure, with properties calculated with ωB97M-V/def2-TZVPD.

Values from the calculation:
- Total energy: -6793.57792 a.u.
- Max |F|: 0.58 eV Å⁻¹
- Relative energy (zero: lowest compared OMol25 entry of this formula, charge and spin): 0.240 eV
- E_HOMO: -0.1640 Ha
- Orbital gap: 6.58 eV
- Total charge: -1

Atoms and positions in Å:
1 Cu 0.461927 -0.406931 0.170672
2 Br 4.826117 -3.604167 5.695928
3 C 3.628733 -2.181876 6.077020
4 C 4.081993 -1.092305 6.798576
5 C 3.203751 -0.060973 7.092271
6 C 1.887505 -0.093043 6.645657
7 C 1.449391 -1.207614 5.927051
8 C 2.314492 -2.253939 5.642701
9 N 1.014573 0.938661 7.109840
10 N 0.104446 1.447561 6.415098
11 C -0.049942 1.290888 5.027458
12 C -1.377626 1.291795 4.610922
13 C -1.777396 0.986292 3.323226
14 C -0.834141 0.669700 2.328402
15 O -1.143930 0.344770 1.142405
16 C 0.578692 0.788798 2.717830
17 N 1.484340 0.570904 1.728698
18 C 2.756946 0.797110 1.958101
19 C 3.216294 1.304793 3.181540
20 C 2.326054 1.479088 4.202946
21 C 0.962715 1.155823 4.023696
22 H 5.107866 -1.055356 7.138977
23 H 3.537318 0.795588 7.666888
24 H 0.424123 -1.251943 5.582190
25 H 1.973812 -3.108503 5.072790
26 H -2.118250 1.489635 5.378535
27 H -2.824580 0.971279 3.051078
28 H 3.441328 0.597646 1.139842
29 H 4.261928 1.554548 3.306179
30 H 2.664849 1.882601 5.145697
31 O 0.503854 -2.449165 0.304457
32 N 0.954634 -2.966668 1.376793
33 C 1.593786 -4.112012 1.239887
34 C 2.071364 -4.764883 2.424424
35 N 2.447576 -5.305774 3.368911
36 C 1.805018 -4.710316 -0.049788
37 N 1.951477 -5.142844 -1.107377
38 N 1.217635 -2.281176 -2.416255
39 C 1.640121 -1.004404 -2.496122
40 N 1.277917 -0.058396 -1.679017
41 C 1.891334 1.150638 -2.009523
42 C 1.744286 2.345674 -1.310949
43 C 2.424515 3.467319 -1.754953
44 C 3.243888 3.417810 -2.884293
45 C 3.396390 2.234734 -3.589356
46 C 2.715492 1.111898 -3.138981
47 S 2.733976 -0.505905 -3.784834
48 H 0.903049 -2.573401 -1.489963
49 H 1.737025 -2.980209 -2.919982
50 H 1.102880 2.371861 -0.439049
51 H 2.316819 4.398640 -1.213022
52 H 3.769513 4.306665 -3.209317
53 H 4.027819 2.184532 -4.467940
54 O -2.433932 2.988298 -0.882555
55 S -1.679883 1.840191 -1.481439
56 C -1.938961 1.999698 -3.300970
57 C -2.983351 0.976510 -3.759273
58 C -3.806517 0.625707 -2.520790
59 C -2.772150 0.392495 -1.433320
60 H -0.973622 1.891872 -3.799473
61 H -2.283142 3.028554 -3.405119
62 H -2.486832 0.075821 -4.128700
63 H -3.600950 1.369109 -4.569173
64 H -4.449108 -0.242338 -2.678124
65 H -4.436359 1.472131 -2.235927
66 H -2.136648 -0.474718 -1.643002
67 H -3.144770 0.323080 -0.414795

Force components x, y, z for each atom (eV/Å):
0.21 0.32 -0.44
-0.01 0.04 0.00
0.04 -0.03 0.00
0.00 0.05 0.02
0.04 0.10 0.00
0.05 -0.10 -0.16
-0.06 0.03 0.02
-0.07 0.07 -0.02
-0.21 -0.03 -0.09
0.32 0.16 0.05
-0.10 -0.12 -0.10
0.05 -0.06 0.11
0.03 0.01 -0.04
0.00 0.01 0.00
-0.20 0.03 0.24
0.00 0.01 -0.02
-0.15 0.07 0.28
-0.05 -0.03 -0.08
0.06 0.01 -0.03
0.00 -0.07 0.08
0.00 0.07 0.07
0.00 0.00 0.00
-0.02 -0.04 0.03
0.02 -0.03 -0.01
0.01 -0.01 0.03
-0.01 0.01 -0.03
0.01 0.01 0.01
0.00 0.00 0.02
-0.01 -0.03 -0.01
-0.02 -0.02 0.07
0.04 -0.29 -0.11
0.05 -0.12 0.09
0.11 -0.22 0.07
-0.09 0.12 -0.22
-0.03 0.01 -0.05
-0.10 0.10 0.20
0.03 0.02 0.01
0.09 0.18 -0.10
0.06 -0.04 -0.16
0.19 0.05 0.06
-0.09 -0.03 -0.02
-0.01 0.02 0.03
-0.02 -0.02 0.02
0.00 -0.03 0.00
-0.04 -0.02 -0.02
0.02 0.03 0.02
-0.08 -0.07 -0.01
-0.11 -0.08 0.14
0.01 -0.04 0.00
0.04 0.00 -0.01
0.00 -0.02 -0.02
-0.02 -0.01 0.00
0.00 0.01 0.04
0.04 -0.17 -0.14
-0.18 0.20 0.08
0.13 -0.09 -0.01
-0.05 0.04 0.05
0.05 -0.01 -0.02
0.01 0.04 0.02
-0.04 0.03 0.00
0.01 0.00 0.01
0.00 0.00 0.00
0.03 0.01 -0.01
0.02 -0.01 0.01
-0.02 -0.02 -0.01
-0.04 0.01 0.04
0.06 -0.01 0.02

***

[3]
Below is C29H24BrIrN4O7 as an isolated structure in a non-equilibrium geometry, with properties calculated with ωB97M-V/def2-TZVPD.

Values from the calculation:
- Total energy: -4543.37710 a.u.
- Max |F|: 3.38 eV Å⁻¹
- Relative energy (zero: lowest compared OMol25 entry of this formula, charge and spin): 2.512 eV
- E_HOMO (alpha / beta): -0.3989 / -0.3983 Ha
- Multiplicity: 2
- Orbital gap (alpha / beta): 5.83 / 5.13 eV
- Total charge: +1
- ⟨S²⟩: 0.76

Atoms and positions in Å:
1 Ir -0.584945 0.937634 -0.400305
2 Br -0.763042 3.985650 6.362150
3 C -1.088464 3.352582 4.614214
4 C -2.408701 3.101685 4.195844
5 C -2.633111 2.587922 2.948546
6 C -1.579183 2.285675 2.050958
7 O -1.880105 1.740397 0.932780
8 C -0.230101 2.601999 2.473520
9 C 0.909070 2.419257 1.676478
10 N 0.953994 1.935970 0.448742
11 C 2.113776 1.859841 -0.307323
12 C 3.316409 2.495836 -0.015821
13 C 4.434240 2.304849 -0.823405
14 C 4.380415 1.505141 -1.939831
15 C 3.171023 0.883306 -2.301831
16 C 3.016557 0.104190 -3.465955
17 C 1.805996 -0.491044 -3.722849
18 C 0.743287 -0.294406 -2.843373
19 N 0.848453 0.468154 -1.766589
20 C 2.037525 1.055885 -1.475296
21 C -0.036751 3.127669 3.772895
22 H -3.231621 3.310313 4.863958
23 H -3.638200 2.377692 2.611916
24 H 1.851085 2.676204 2.151354
25 H 3.391532 3.152516 0.837995
26 H 5.362509 2.796655 -0.570268
27 H 5.262167 1.339668 -2.542129
28 H 3.847327 -0.004086 -4.149929
29 H 1.651972 -1.086813 -4.610020
30 H -0.218464 -0.753834 -3.026430
31 H 0.964856 3.363242 4.108751
32 O -4.833387 -0.750273 -4.718451
33 C -3.986322 -0.319659 -3.790439
34 C -3.254928 0.870174 -3.888158
35 C -2.382466 1.188323 -2.877123
36 N -2.181104 0.425931 -1.811919
37 C -2.896174 -0.697550 -1.704119
38 C -3.800847 -1.107460 -2.645544
39 C -2.609939 -1.506793 -0.434847
40 O -3.232420 -2.531125 -0.263983
41 O -1.712645 -0.974286 0.299621
42 C -1.558415 2.500376 -2.916603
43 O -1.703641 3.188602 -3.899717
44 O -0.822288 2.665467 -1.889497
45 H -4.910581 -0.142922 -5.464098
46 H -3.342555 1.540160 -4.733187
47 H -4.356375 -2.024521 -2.512516
48 O 0.993624 -0.728282 0.641312
49 C 1.086579 -1.440506 1.640994
50 C 0.008373 -1.640360 2.667896
51 C -0.188864 -3.166254 2.825207
52 C -0.079796 -3.949252 1.494780
53 C 1.334270 -4.408263 1.081453
54 C 2.306127 -3.267567 0.737457
55 N 2.184586 -2.247579 1.784430
56 H -0.893471 -1.172499 2.279977
57 H 0.262534 -1.180176 3.625055
58 H -1.182611 -3.326254 3.243083
59 H 0.525826 -3.567916 3.548687
60 H -0.539921 -3.355194 0.700089
61 H -0.676889 -4.856077 1.594954
62 H 1.246758 -5.069312 0.217132
63 H 1.764181 -4.996197 1.897730
64 H 2.060384 -2.802470 -0.216659
65 H 3.334235 -3.626529 0.696335
66 H 2.268654 -2.663506 2.701922

Force components x, y, z for each atom (eV/Å):
-1.36 1.45 -2.57
-0.06 0.05 -0.02
0.61 0.04 -0.01
0.15 -0.16 -0.42
-0.28 0.05 0.06
0.76 0.19 0.42
-0.38 -0.35 -0.49
-0.57 -0.35 -0.43
-0.24 -0.13 -0.16
-1.41 -0.37 0.48
1.57 0.06 -0.45
-1.17 -0.27 0.11
0.43 -0.32 -0.61
0.12 0.25 0.34
-0.30 0.01 0.11
-0.35 -0.14 0.04
0.43 0.13 -0.22
-0.20 0.21 0.35
-0.19 -0.83 -0.35
0.51 0.34 0.21
-0.21 0.22 0.62
-0.05 -0.02 0.00
-0.02 -0.03 -0.02
0.07 0.14 -0.18
0.02 0.04 0.03
0.00 0.02 0.05
0.00 0.07 -0.08
0.04 -0.06 0.01
-0.01 -0.05 0.02
-0.01 0.00 0.05
0.04 -0.04 -0.03
-0.19 -0.17 -0.04
0.45 0.26 0.35
-0.22 -0.34 -0.05
0.69 1.24 -0.06
0.43 -0.30 0.66
0.20 -0.52 0.81
-0.18 0.11 -0.38
-1.18 0.06 -1.88
0.44 0.05 0.60
1.58 0.99 0.66
-1.92 -1.85 -1.46
0.66 0.50 0.60
1.47 -0.63 2.98
0.07 0.08 0.04
0.03 0.10 0.05
0.06 -0.04 0.13
-0.41 0.21 -0.16
0.10 -0.12 0.54
-0.08 0.02 0.01
-0.11 0.06 -0.18
0.15 -0.06 0.12
-0.01 0.24 -0.13
-0.05 -0.41 0.04
0.28 0.45 -0.20
0.03 0.01 0.15
0.10 0.05 -0.01
0.02 0.00 0.04
-0.06 -0.03 0.04
-0.05 -0.06 -0.05
-0.08 0.06 -0.06
0.06 -0.08 0.04
0.00 -0.05 -0.01
0.04 0.01 0.03
-0.02 0.03 -0.08
-0.23 0.00 0.01

***

> What is the formula in the third record?

C29H24BrIrN4O7

***

> Among the records above, which one has the lowest total charge?

C29H23AsO7PtS